45
Properties=species:S:1:pos:R:3 method="wB97M-V/def2-TZVPD" e_homo_ev="-7.43 / -7.43" charge=-1 gap_ev="6.5606 / 8.3086" s2=3.776 de_lowest_ev=0.725 lumo_energy_ev="-0.868 / 0.874" spin_multiplicity=4
F 0.739 3.395 2.707
H -5.363 1.000 -2.887
H -4.567 3.081 -1.936
H -3.513 3.165 -3.425
O 2.379 1.664 -3.162
C -3.831 2.581 -2.566
C 3.148 -0.847 0.807
N -0.327 -1.550 0.302
C 4.896 -1.813 1.798
O 3.543 -1.371 1.957
O -3.491 -0.741 3.314
O 0.978 -3.647 1.509
O 2.074 -0.352 0.599
F 1.942 2.560 1.023
H 4.832 -2.888 1.603
O -2.868 1.547 3.795
S -0.124 -2.731 1.538
O -1.879 0.699 -0.529
O 0.022 1.848 -3.495
Cr -0.126 0.340 0.562
C -2.609 1.114 -1.386
O -3.681 0.426 -1.782
Cl 1.076 1.198 -2.759
O -1.655 0.213 2.245
O -2.580 2.320 -1.913
O -1.317 -3.114 2.229
H 6.079 -0.363 0.658
C -4.290 1.156 -2.849
O 0.764 1.392 -1.333
S -0.638 -2.683 -0.827
F -1.156 -1.752 -2.022
O -3.846 0.936 1.734
Cl -2.994 0.497 2.815
O 0.535 -3.334 -1.290
H 5.667 -1.909 -0.268
O -1.867 -3.420 -0.593
F 0.803 1.108 2.281
O 4.160 -0.612 -0.011
B 0.773 2.403 1.749
C 5.369 -1.166 0.468
F 0.489 -1.584 2.534
F -0.343 2.347 0.901
O 1.099 -0.227 -2.936
H 5.558 -1.746 2.656
H -3.858 0.863 -3.809


66
Properties=species:S:1:pos:R:3 method="wB97M-V/def2-TZVPD" smiles="C[C@@H](Cl)CC1=C([Si](C)(C)C)C(=O)C=C(CC(=O)Cl)C1=O.O=C1C=C(O)C(=O)C=C1O.O=C1C=C(O)C(=O)C=C1O" e_homo_ev=-9.69 charge=0 gap_ev=8.1442 de_lowest_ev=0.797 lumo_energy_ev=-1.541
H 5.289 5.720 -1.583
C -2.128 -3.060 3.236
H 0.556 2.268 1.634
O -6.261 -7.755 -3.880
H 0.620 0.531 -3.961
H 1.908 4.097 3.773
H 2.182 2.787 2.054
O 0.866 -1.385 -1.410
H -2.638 -4.668 4.014
O -0.991 0.076 2.043
C 0.458 2.470 -0.955
C -2.910 -2.647 0.859
C 5.399 4.811 -0.958
H -2.476 -8.991 -1.603
H -3.458 -2.992 -0.006
H 2.265 5.600 2.915
H 6.365 4.924 -0.424
H 4.357 6.952 1.281
O -3.398 -4.628 2.037
H 5.043 2.884 1.615
C -3.234 -7.080 -1.076
C 4.661 3.899 1.833
C 1.291 3.090 1.484
C -4.282 -8.518 -2.727
H -0.366 4.009 2.604
C 1.257 -0.739 -2.293
Cl 0.040 5.566 0.878
C 2.102 2.439 -2.754
C -3.235 -8.235 -1.751
C 0.495 0.498 -2.863
Si 3.947 4.747 0.297
C -2.291 -1.461 0.888
O -4.337 -9.559 -3.356
H -1.786 0.156 0.116
C 1.504 3.172 -0.035
O -4.255 -5.021 -0.639
O -2.291 -6.787 -0.174
H 5.385 3.919 -1.610
C -5.330 -6.319 -2.285
H 2.562 1.983 -3.642
C 1.436 4.961 3.254
C 3.539 6.587 0.625
H -0.577 0.373 -2.634
H -0.973 -1.522 4.133
H -6.036 -8.644 -4.218
H 5.545 4.503 2.140
C -5.329 -7.473 -2.961
O -2.312 -0.623 -0.155
H 3.530 7.133 -0.335
H 3.981 3.920 2.705
C 2.607 3.754 -2.132
C -4.295 -6.046 -1.292
C 0.562 4.361 2.118
H -6.081 -5.558 -2.443
O -2.125 -3.885 4.291
C 1.061 1.806 -2.225
H -2.521 -5.902 0.173
H 0.782 5.435 4.008
C 2.553 3.801 -0.593
O -0.716 2.477 -0.732
C -2.864 -3.532 2.019
O 2.971 4.659 -2.811
C -1.508 -1.876 3.262
Cl 2.846 -1.194 -3.002
H 2.577 6.737 1.139
C -1.540 -1.005 2.090


97
Properties=species:S:1:pos:R:3 method="wB97M-V/def2-TZVPD" e_homo_ev="-10.82 / -10.77" charge=+1 gap_ev="7.6551 / 7.1026" s2=16.063 lumo_energy_ev="-3.169 / -3.668" spin_multiplicity=8
N -1.822 -1.567 -2.416
H -6.466 2.325 1.359
C -4.723 2.294 0.117
H -5.207 1.769 -0.695
C -2.736 3.316 1.044
H 4.497 1.684 -2.245
C 0.437 -4.454 0.965
C -0.841 3.619 -3.879
C 2.637 1.152 -0.686
O -2.208 -4.800 -6.207
H -2.848 2.405 -0.901
H -1.146 4.851 2.688
H -0.952 -3.098 2.938
H -0.870 -3.926 -0.738
N 0.733 0.054 1.530
C 3.982 -0.347 -5.480
Cl -2.950 -0.451 0.783
H 2.718 -2.134 3.135
C -4.360 -3.679 1.255
C -1.227 -3.068 -4.177
C -0.943 -2.030 -3.311
C -1.256 3.611 0.835
C -1.360 2.645 -3.039
C -3.423 -3.141 -3.257
H 3.840 -0.912 -6.388
H -2.436 2.659 -2.886
H -2.995 -2.890 4.242
O 1.244 -3.477 1.629
C -3.041 -2.108 -2.408
H 0.018 -1.522 -3.336
C -2.490 -3.656 -4.152
H 1.056 -4.982 0.235
C 4.014 2.253 1.466
C 1.339 -1.089 1.867
H -4.436 -3.514 -3.235
H -5.201 -3.233 3.174
C -0.577 1.639 -2.443
H 2.163 -1.036 -4.588
H 2.033 2.039 3.908
C 3.118 3.024 0.743
C 1.001 1.148 2.250
C -4.783 3.262 2.300
H 5.826 0.526 -6.134
P 1.805 0.328 -2.104
C -2.780 -4.753 -5.143
C 0.256 2.343 1.842
C -3.063 -3.158 3.199
H 6.151 1.803 -4.045
C 1.330 2.648 -3.668
C -1.905 -3.272 2.456
C -0.677 -3.617 0.293
N -0.569 2.319 0.866
H 0.055 -5.155 1.708
H -3.736 -1.696 -1.681
C 3.043 -0.417 -4.466
H 4.553 2.683 2.298
H 1.761 3.091 -0.923
H 2.971 4.060 1.012
H -5.320 3.506 3.203
C 5.101 0.457 -5.336
H -4.094 -5.707 -3.841
C -5.426 2.601 1.269
H 0.092 5.235 1.479
C 1.868 1.137 3.341
C 3.546 0.385 0.043
H -1.494 4.369 -4.305
C 2.247 -1.188 2.919
C -1.963 -3.585 1.101
Gd -0.930 0.093 -0.548
C 2.432 2.481 -0.332
H -2.977 4.107 3.033
C 4.236 0.933 1.106
C -3.200 -3.808 0.512
C -3.445 3.609 2.198
N -0.130 -2.258 0.345
H 3.724 -0.638 -0.264
N -3.703 -5.661 -4.764
C 4.346 1.109 -3.147
C 0.793 1.689 -2.811
C 0.510 3.634 -4.183
O 0.383 3.481 2.523
H 3.156 -0.106 4.525
H 2.382 2.641 -3.918
C 0.829 -2.284 1.196
H -5.322 -3.811 0.780
C -0.504 4.429 1.914
H -1.130 4.050 -0.163
C -3.390 2.648 0.010
C 2.495 -0.055 3.674
H 0.922 4.394 -4.829
C -4.296 -3.349 2.598
H -3.253 -4.073 -0.534
H 4.958 0.342 1.650
H -3.925 -6.398 -5.414
C 5.282 1.174 -4.165
H -0.502 -3.420 -4.893
C 3.208 0.320 -3.296


14
Properties=species:S:1:pos:R:3 method="wB97M-V/def2-TZVPD" e_homo_ev=-7.97 charge=0 gap_ev=8.8159 de_lowest_ev=1.726 lumo_energy_ev=0.851
H -1.235 -2.284 -0.798
H -3.144 -1.206 -0.151
N -2.006 0.094 1.039
H 0.630 1.382 -1.164
N 3.148 1.357 -0.669
H 3.457 0.595 -1.280
N -1.096 -1.690 0.000
C 2.168 0.976 0.061
H 2.310 0.692 1.124
H 0.137 0.907 0.375
N 0.863 0.854 -0.336
H -0.185 -1.264 0.073
C -2.205 -0.937 0.324
H -2.843 0.525 1.401


118
Properties=species:S:1:pos:R:3 method="wB97M-V/def2-TZVPD" e_homo_ev="-5.30 / -6.06" charge=-1 gap_ev="6.9658 / 7.7117" s2=2.010 de_lowest_ev=1.268 lumo_energy_ev="1.668 / 1.650" spin_multiplicity=3
C 1.455 -0.688 -5.435
N 0.495 -3.383 1.062
C 2.794 0.078 0.573
O -0.245 -3.398 -2.375
C 0.024 3.434 2.945
H -2.509 2.502 0.276
H 2.576 -3.011 1.247
Mo -0.237 0.475 -0.327
H 6.583 1.558 -1.488
H -0.385 3.754 -1.231
H -1.525 5.905 -1.617
O -1.642 -2.648 -0.528
H 2.534 -0.971 -7.268
C 1.417 -2.125 5.117
C -6.654 0.135 -1.717
H -0.949 7.274 -3.596
C 2.399 -0.348 -6.393
C 3.457 3.710 -0.823
C 3.387 2.693 -1.779
P -0.445 -2.200 1.687
C 3.920 1.354 2.293
H 0.550 -0.175 -3.570
F 5.078 -0.252 1.042
H -7.622 0.450 -2.078
H 4.815 1.612 2.838
C -3.957 -3.585 2.906
H 1.725 -5.822 1.223
C 2.734 2.016 2.511
H -5.530 1.733 -2.618
C 1.563 1.732 1.813
H 2.533 -2.259 3.279
C 5.708 2.168 -1.303
C -1.201 4.071 2.956
H -4.845 -4.049 2.481
C 0.034 -0.655 3.844
C -4.182 -0.742 -0.762
H -0.593 -5.160 1.452
H 1.901 4.328 -4.804
O 0.841 1.443 -1.567
H -3.206 -5.037 4.387
C 1.825 -3.143 0.463
O -1.948 0.949 -1.253
C -1.660 -3.761 3.501
H -0.673 -4.597 -0.234
F 2.763 3.003 3.448
C 0.867 3.898 -2.967
C 3.920 0.393 1.300
H -3.496 -1.761 1.793
Si 1.746 2.287 -2.600
H 0.763 6.470 -5.190
H -1.416 4.811 3.716
H 0.022 0.294 3.317
H 0.622 -2.699 5.602
H 1.886 -0.050 4.762
H 1.800 -2.263 -0.172
C -0.439 6.335 -3.417
C 1.013 -0.658 5.015
C -3.063 1.257 -1.857
H 2.886 -0.644 -0.227
O 0.107 -1.208 -1.428
H 3.919 1.057 -6.970
C -3.167 -2.798 1.860
H 1.405 -3.597 3.481
O -0.807 -0.813 1.130
N -1.783 -2.869 2.347
C 0.302 2.481 1.962
C -2.146 3.757 1.991
S -0.981 -2.281 -1.801
O -7.655 -2.757 0.078
C 1.586 0.716 0.838
O -8.823 -1.363 -1.068
C 4.532 1.926 -2.003
C -5.502 0.839 -2.010
C -0.030 -4.698 0.640
C 0.522 5.884 -4.312
H 4.656 4.741 0.627
O -3.180 2.222 -2.593
C 1.166 4.675 -4.087
N -0.636 2.176 1.038
O -1.919 -1.644 -2.710
C 2.093 -4.396 -0.373
H -5.299 -2.366 0.117
C 5.755 3.181 -0.356
C 3.176 0.793 -6.227
H -0.756 -4.371 3.450
C -1.822 2.798 1.057
H 1.710 -4.226 -1.379
H 3.154 -4.640 -0.420
H 0.572 -0.259 5.928
C -6.552 -1.006 -0.937
H 0.851 -1.579 -5.550
H -2.803 -5.398 2.701
C -4.268 0.412 -1.528
H 0.761 3.669 3.694
C 1.279 0.112 -4.313
C -2.935 -4.594 3.428
C -0.759 5.571 -2.305
H -1.621 -3.192 4.438
H 2.584 4.325 -0.633
C -0.110 4.362 -2.085
C 4.625 3.953 -0.115
H 3.629 2.466 -4.977
H -3.215 -1.106 -0.444
H -3.113 4.238 1.962
H 6.668 3.366 0.196
H 1.043 -6.320 -0.335
C -5.332 -1.457 -0.465
C 3.002 1.589 -5.104
N -7.768 -1.754 -0.602
N 0.506 -1.740 2.975
H -3.239 -3.245 0.869
H -0.990 -0.853 4.186
C 1.538 -2.529 3.651
H 4.502 1.125 -2.732
C 2.052 1.264 -4.131
C 1.244 -5.464 0.307
H 2.342 -2.286 5.671
H -4.277 -2.928 3.719


57
Properties=species:S:1:pos:R:3 method="wB97M-V/def2-TZVPD" e_homo_ev=-4.44 charge=-1 gap_ev=6.7765 lumo_energy_ev=2.338
H 0.511 -0.646 -5.831
C 0.689 1.250 -2.846
C 2.836 1.876 -3.545
H -4.334 -6.201 4.831
H -3.255 -6.050 -1.934
C -4.133 -5.568 -0.053
H -2.285 -4.819 -0.010
C -4.764 -5.294 4.407
C 3.993 5.424 2.477
C 4.188 6.182 3.761
C 4.526 3.551 1.021
H -2.415 -3.351 1.685
C -4.302 -3.792 2.496
C 1.864 1.915 -2.550
H 2.091 5.488 -0.351
H 5.183 5.997 4.175
C 2.837 5.146 0.360
O -2.589 -1.000 2.061
H 3.440 5.868 4.494
C 2.106 2.610 -1.352
C -3.662 -6.578 -1.073
N 2.629 1.249 -4.700
C 4.063 2.506 -3.336
C -3.069 -1.022 0.905
H -2.901 -7.213 -0.626
H -4.833 -2.169 0.370
H -4.751 -4.496 5.152
H 2.459 6.753 1.739
O -2.937 -0.095 0.073
O -5.269 -3.084 2.769
N -3.200 -4.730 0.395
N 1.249 0.030 -5.967
C 1.443 0.707 -4.843
H 5.094 2.647 0.824
C -3.400 -3.549 1.262
H 4.081 7.258 3.592
H 1.348 2.663 -0.574
H 2.128 -0.277 -6.352
H -3.410 -2.479 -0.614
C 4.322 3.183 -2.138
H -5.799 -5.480 4.115
C 3.047 5.862 1.542
N -0.368 1.184 -2.001
H 5.455 3.898 2.931
H -0.186 1.214 -1.004
C -3.751 -2.309 0.410
H 5.276 3.677 -1.984
H -3.237 -5.440 2.919
N -4.005 -4.872 3.233
C 3.576 3.989 0.091
H -4.513 -7.182 -1.384
O -5.297 -5.584 0.315
C 4.728 4.260 2.211
H -1.111 0.559 -2.301
H 4.806 2.462 -4.123
C 3.338 3.246 -1.144
N 0.470 0.625 -3.978


78
Properties=species:S:1:pos:R:3 method="wB97M-V/def2-TZVPD" e_homo_ev=-5.76 charge=-1 gap_ev=7.5807 lumo_energy_ev=1.824
H -4.513 4.056 7.925
C -4.222 4.850 7.232
C -5.961 0.580 0.368
C -3.459 0.939 0.274
Cl -5.023 1.444 -1.978
N -5.385 5.339 6.521
O 4.193 -0.068 -0.820
C -3.635 3.299 0.844
H -9.393 -3.830 -3.679
C -7.986 -3.537 -1.615
H -7.594 -4.305 -2.282
H -6.790 0.009 -0.036
H -8.373 -1.015 -3.776
H 9.577 -2.175 -2.665
C -4.517 4.775 4.294
C 8.424 -5.028 -0.844
C 2.760 2.564 1.210
N -8.506 -1.947 -3.416
H -6.144 5.730 7.054
N 7.666 -5.859 -1.606
H 7.251 -7.906 -1.703
O -4.347 4.138 0.338
H 7.730 -0.103 -0.714
H -8.913 -3.007 -5.171
H 2.734 2.530 -1.697
C 7.199 0.398 -1.525
H 2.075 2.941 0.460
H 8.242 -2.287 -3.821
H 2.548 0.940 -2.447
H -3.768 5.660 7.810
H 7.506 -5.259 1.089
H 9.133 -4.566 1.100
H -4.336 3.727 4.531
H 5.843 -6.867 -1.432
H 6.378 -0.230 -1.864
H 6.783 1.327 -1.148
O -1.229 3.970 -0.195
H 4.204 1.007 1.308
H 7.922 -1.914 -2.120
C -9.332 -2.866 -4.173
H 7.659 -5.612 -2.582
C -7.854 -2.167 -2.242
O -3.323 3.095 2.032
H -4.589 -0.558 -0.884
C 6.896 -7.014 -1.185
O -6.650 5.797 4.733
H -7.413 -3.548 -0.694
O 8.368 1.852 -3.036
N 3.534 1.445 0.698
O -0.816 1.896 -1.353
C 8.612 -1.760 -2.937
H 1.479 1.410 -1.122
H 9.382 -0.082 -3.999
H -5.753 0.252 1.385
C -4.734 0.443 -0.510
F -0.739 2.016 1.061
Cl -2.236 -0.354 0.081
O -7.195 -1.281 -1.731
C 2.494 1.483 -1.509
N 8.760 -0.346 -3.253
H -3.486 4.458 6.540
C 8.497 -5.313 0.638
O 9.014 -4.088 -1.351
H -10.340 -2.460 -4.278
H 8.924 -6.300 0.820
S -1.408 2.561 -0.242
H -3.756 1.000 1.312
N -3.026 2.275 -0.169
C 3.474 0.883 -0.537
H -3.593 5.341 4.425
H -6.223 1.635 0.402
C 8.147 0.711 -2.657
H -9.029 -3.756 -1.383
H 3.432 3.369 1.514
H 2.183 2.248 2.081
H 6.986 -7.171 -0.116
H -4.811 4.837 3.252
C -5.605 5.344 5.169